No. 1
The following is a DFT calculation (the ωB97M-V functional and the def2-TZVPD basis) of 13 unconnected molecules or ions with the total composition C19H31BrCl36NO2P2 at a distorted geometry.

```
92
Properties=species:S:1:pos:R:3:forces:R:3
C -0.216009 3.470258 -1.172523 -0.9 0.1 1.0
C -0.669068 1.988184 -1.701961 -0.3 0.7 1.4
P 0.812650 0.801663 -2.083806 -1.1 0.3 -3.1
C 2.362769 1.768033 -2.652985 0.4 0.9 1.1
N 1.109483 -0.042274 -0.499172 0.0 -1.5 1.1
C 2.091165 -1.181597 -0.643077 0.8 -2.8 -1.2
C 1.741039 -2.334580 0.479952 0.4 -0.3 0.3
C 2.023851 -3.884182 -0.047771 0.5 -0.1 1.4
O 0.820197 -4.555520 -0.578285 1.0 2.2 -1.0
C 0.263112 -3.847878 -1.744666 -0.1 0.8 -1.1
P 1.450543 1.116042 0.804035 -1.6 2.5 3.2
O 0.312078 0.728865 2.110553 1.3 -0.5 -3.3
Br 3.494087 0.864524 1.743797 -0.6 -0.6 -0.4
H -0.844601 4.352113 -1.670861 1.5 -2.3 0.8
H -0.475685 3.542025 -0.009707 0.7 -0.5 -2.8
H 0.925754 3.709020 -1.260230 -2.5 -0.8 0.0
H -1.247428 1.466593 -0.797728 1.1 0.9 -1.9
H -1.464593 2.020804 -2.585909 2.1 -0.3 1.7
H 1.996921 2.517378 -3.505572 1.0 -2.3 2.1
H 2.708020 2.446335 -1.742383 -0.2 -1.3 -2.0
H 3.221585 1.076642 -3.062148 -1.9 1.2 1.0
H 0.169990 -0.488182 -0.270665 1.2 0.4 -0.5
H 1.929985 -1.613548 -1.744785 0.2 0.9 2.5
H 3.230688 -0.853793 -0.617753 -2.6 -0.3 0.3
H 2.380504 -2.120614 1.455206 -1.3 -0.5 -2.2
H 0.610503 -2.326398 0.838454 2.1 0.2 -0.9
H 2.323313 -4.491013 0.935494 -0.8 1.2 -2.3
H 2.965791 -3.955661 -0.763646 -2.1 0.3 1.1
H -0.225925 -2.796672 -1.476128 0.9 -2.1 -0.2
H -0.586957 -4.481203 -2.240393 1.8 1.0 1.2
H 1.076399 -3.609667 -2.583397 -1.6 -0.7 2.0
H -0.417000 0.135242 1.761496 0.8 0.7 0.8
C 1.753180 5.725020 -3.623485 -0.1 0.7 -0.2
Cl 1.779193 5.873542 -1.858100 0.4 0.4 -0.3
Cl 1.076480 4.160211 -4.106270 -0.6 0.9 -0.7
Cl 0.827936 7.052292 -4.345903 0.1 -0.5 0.1
H 2.781549 5.783096 -3.989183 -0.5 0.0 0.2
C -3.573160 0.286670 2.207967 -0.5 0.5 0.4
Cl -4.947910 -0.586833 2.905372 0.4 0.1 -0.2
Cl -2.453317 -0.840264 1.423360 0.0 -0.2 -0.3
Cl -4.133510 1.510238 1.055359 0.2 -0.3 0.1
H -3.041049 0.793690 3.016939 -0.1 -0.2 -0.3
C 3.021859 -4.052372 -4.948815 0.1 -0.4 -0.3
Cl 1.422868 -4.808975 -5.049296 0.3 0.1 0.0
Cl 3.730389 -3.878395 -6.563544 -0.1 0.0 0.4
Cl 2.915523 -2.477732 -4.143325 0.1 0.1 0.0
H 3.672454 -4.699641 -4.355169 -0.2 0.3 -0.2
C -8.258962 -0.496149 4.890840 -0.1 0.0 0.1
Cl -8.761905 0.651324 3.637975 0.1 -0.1 0.1
Cl -9.379453 -0.450045 6.262703 0.2 0.0 -0.2
Cl -8.155312 -2.135835 4.227287 0.1 0.2 0.0
H -7.267189 -0.205144 5.246295 -0.3 -0.1 -0.1
C 0.845800 10.993182 -3.326614 0.0 0.1 0.0
Cl 1.774808 11.598754 -4.708477 -0.1 -0.1 0.2
Cl -0.738054 10.399155 -3.854034 0.2 0.1 0.1
Cl 1.741219 9.715388 -2.486922 0.0 0.3 0.1
H 0.688736 11.819417 -2.628533 0.0 -0.3 -0.2
C -2.183659 6.166953 1.334646 0.0 0.4 0.1
Cl -3.081391 7.567747 0.725409 0.2 -0.2 0.1
Cl -3.241969 4.750186 1.445922 0.2 0.1 0.0
Cl -0.789667 5.821986 0.296669 -0.4 1.2 0.8
H -1.816815 6.402363 2.336972 -0.1 -0.1 -0.3
C 0.819578 -2.282203 4.634200 0.2 -0.2 0.2
Cl -0.740472 -2.294407 3.794309 0.2 0.0 0.1
Cl 1.537312 -3.902229 4.637038 -0.1 0.3 -0.3
Cl 1.921286 -1.115158 3.883295 -0.1 -0.3 0.5
H 0.650447 -1.978645 5.670489 0.1 -0.1 -0.3
C -12.415540 -1.281713 8.880082 -0.1 -0.1 0.0
Cl -13.848707 -1.110410 9.907705 0.2 0.0 -0.2
Cl -11.466214 0.214419 8.881966 -0.1 -0.1 0.0
Cl -11.424012 -2.648129 9.418036 -0.1 0.2 -0.1
H -12.746707 -1.478160 7.857153 0.1 0.1 0.4
C 1.878147 -5.087405 8.626033 0.1 -0.2 0.1
Cl 1.904159 -4.938883 10.391418 0.0 0.0 -0.3
Cl 1.201446 -6.652215 8.143248 0.1 0.2 0.0
Cl 0.952903 -3.760133 7.903616 0.0 0.0 0.3
H 2.906515 -5.029329 8.260335 -0.4 0.0 0.1
C 6.503684 -6.348742 -4.676279 0.2 -0.2 -0.2
Cl 4.904693 -7.105345 -4.776761 0.1 0.0 0.1
Cl 7.212214 -6.174765 -6.291008 -0.1 0.0 0.3
Cl 6.397348 -4.774102 -3.870789 0.0 -0.1 0.0
H 7.154280 -6.996011 -4.082632 -0.2 0.2 -0.2
C 6.197132 6.545014 -3.710840 0.3 0.4 -0.1
Cl 5.011489 5.229239 -3.662846 0.4 -0.2 0.1
Cl 6.934803 6.659452 -5.317819 -0.1 -0.1 0.3
Cl 5.438535 8.082637 -3.263786 0.1 -0.3 0.0
H 6.984579 6.325687 -2.985256 -0.3 0.0 -0.2
C -0.751105 -7.966741 -4.683355 0.0 -0.2 0.1
Cl -1.648837 -6.565946 -5.292593 0.1 -0.1 0.1
Cl -1.809416 -9.383508 -4.572079 0.2 0.2 0.0
Cl 0.642887 -8.311707 -5.721332 -0.1 0.0 0.2
H -0.384261 -7.731331 -3.681029 -0.1 -0.1 -0.3
```
Positions in Å, forces in eV/Å.

Values from the calculation:
Charge   +1
HOMO level   -11.9 eV
HOMO-LUMO gap   8.780 eV
Lowest unoccupied orbital energy   -3.07 eV
Electronic energy   -20770.96102 a.u.

And the Mulliken charges, in e, turn out to be: C -0.459; C -0.173; P 0.092; C -0.515; N -0.097; C -0.163; C 0.020; C -0.396; O -0.406; C 0.285; P 0.675; O -0.387; Br -0.252; H 0.451; H 0.184; H -0.048; H -0.064; H 0.454; H 0.037; H 0.238; H 0.314; H 0.308; H -0.264; H 0.396; H 0.197; H -0.066; H 0.289; H 0.213; H -0.041; H 0.301; H -0.386; H 0.153; C 0.416; Cl -0.070; Cl -0.171; Cl -0.073; H -0.071; C 0.034; Cl -0.053; Cl -0.068; Cl -0.124; H 0.250; C 0.272; Cl -0.027; Cl -0.089; Cl -0.090; H -0.085; C 0.037; Cl -0.116; Cl -0.059; Cl -0.131; H 0.270; C -0.035; Cl -0.117; Cl -0.116; Cl -0.071; H 0.345; C -0.108; Cl -0.116; Cl -0.083; Cl -0.029; H 0.327; C -0.010; Cl -0.089; Cl -0.100; Cl -0.103; H 0.309; C 0.061; Cl -0.120; Cl -0.129; Cl -0.111; H 0.296; C 0.048; Cl -0.113; Cl -0.113; Cl -0.101; H 0.283; C -0.017; Cl -0.078; Cl -0.096; Cl -0.104; H 0.340; C -0.023; Cl -0.078; Cl -0.106; Cl -0.091; H 0.318; C 0.117; Cl -0.131; Cl -0.121; Cl -0.100; H 0.226

No. 2
The following is a DFT calculation (the ωB97M-V functional and the def2-TZVPD basis) of a molecular structure, C19H31Cl3O21S3 at a distorted geometry.

```
77
Properties=species:S:1:pos:R:3:forces:R:3
C 0.503127 1.729864 0.287337 0.1 0.5 -0.3
Cl -0.472888 3.161673 0.627695 0.0 0.0 0.1
Cl 1.697985 1.470559 1.558160 0.0 -0.2 0.3
Cl 1.369870 1.968790 -1.241432 -0.3 -0.2 0.0
H -0.171049 0.884336 0.226720 0.2 -0.2 -0.2
C -1.844344 1.678602 5.275276 0.7 1.3 0.1
C -2.432884 1.216139 3.988641 -1.2 -1.2 0.3
C -1.542182 0.363835 3.075871 0.3 1.0 -0.5
O -2.375048 -0.678417 2.608127 -0.6 0.1 -0.1
C -3.620387 -0.540240 3.147493 0.9 0.0 0.3
O -4.586621 -1.111690 2.775825 -0.4 -0.3 -0.1
O -3.571054 0.314769 4.190814 0.1 0.3 0.0
H -1.484240 0.929401 5.973714 -0.1 -0.3 -0.2
H -2.472485 2.393349 5.809416 -0.4 -0.3 0.0
H -1.001561 2.319135 4.968754 0.1 -0.3 0.2
H -2.904866 2.051602 3.468399 0.5 0.2 -0.2
H -0.625429 -0.030842 3.511817 -0.2 -0.1 0.4
H -1.245599 1.004305 2.239841 0.0 -0.3 -0.1
C 3.801988 -1.635423 -0.315246 0.1 -1.5 -0.3
C 3.596773 -0.901033 -1.625331 0.5 -0.6 0.8
C 4.581420 -1.355599 -2.698723 0.9 0.9 0.4
O 3.902463 -2.392470 -3.380621 -0.2 0.1 -0.3
C 2.576707 -2.186078 -3.211393 0.0 -0.3 0.3
O 1.712846 -2.725848 -3.830301 0.1 -0.1 0.0
O 2.352060 -1.348140 -2.186227 -0.2 0.7 -0.3
H 3.048673 -1.469206 0.447949 0.0 0.5 0.0
H 4.820306 -1.554324 0.064920 -0.1 0.5 0.1
H 3.699764 -2.708841 -0.554877 0.1 0.1 0.1
H 3.633551 0.167511 -1.429758 -0.5 0.1 -0.5
H 5.530691 -1.690759 -2.280318 -0.2 -0.4 0.0
H 4.855338 -0.537949 -3.372467 -0.4 -0.1 -0.3
C -6.832102 2.370594 -0.236601 0.0 0.0 0.2
C -5.746228 1.475439 0.313595 0.9 0.8 -1.3
C -5.748951 0.028248 -0.165624 -0.6 0.3 1.0
O -4.374949 -0.264780 -0.339294 0.0 0.1 -0.6
C -3.728114 0.890614 -0.627672 -0.1 -0.5 0.7
O -2.591637 0.923295 -0.976586 0.4 0.3 0.0
O -4.511198 1.946312 -0.371510 -0.1 -0.1 0.2
H -6.634303 3.390121 0.092683 -0.2 0.0 0.0
H -7.835277 2.074243 0.067557 0.0 0.0 0.1
H -6.778988 2.357931 -1.324621 0.0 -0.1 0.0
H -5.523967 1.662804 1.362563 -0.4 -0.5 0.2
H -6.319538 -0.026992 -1.094117 0.2 -0.2 -0.2
H -6.149395 -0.649054 0.582658 0.0 -0.1 0.0
C 4.748843 3.774467 1.351775 -0.9 -0.6 -1.3
C 5.590970 4.525003 2.347202 -0.4 1.0 -0.2
O 6.861349 3.874202 2.357025 -0.1 -0.3 0.4
S 6.974505 2.830037 1.154365 -0.4 0.0 0.4
O 6.706811 1.524825 1.640939 0.0 -0.3 0.2
O 8.140977 3.112601 0.426197 0.7 0.1 -0.5
O 5.709717 3.345528 0.357584 0.1 0.1 0.0
H 4.007946 4.331703 0.779603 0.2 0.5 0.3
H 4.200184 2.892544 1.685644 0.4 0.0 0.6
H 5.097918 4.609328 3.314073 0.4 -0.4 0.2
H 5.778624 5.541647 1.994045 -0.1 0.0 0.0
C 1.016088 -4.851548 0.562413 1.4 -0.4 0.5
C 0.905019 -4.677444 -0.938568 -1.0 0.0 -0.3
O 0.030895 -3.538508 -1.107264 0.1 0.1 -0.3
S -0.089294 -2.644378 0.185600 0.1 -0.5 0.8
O -1.417820 -2.699664 0.647492 -0.6 -0.2 0.1
O 0.531084 -1.379802 0.051570 0.4 0.4 -0.3
O 0.876770 -3.540855 1.107678 -0.1 0.2 -0.2
H 2.023501 -5.205602 0.806989 -0.1 0.3 0.0
H 0.358273 -5.564423 1.057288 -0.6 0.2 -0.4
H 0.396488 -5.523529 -1.396131 0.1 0.0 -0.1
H 1.822562 -4.454318 -1.476309 0.2 -0.1 0.3
C -1.271211 -2.018329 -3.820458 0.5 -1.0 0.6
C -0.886615 -0.733265 -3.090231 0.1 -0.2 -0.1
O -1.852464 0.244495 -3.501476 0.3 0.5 -0.5
S -2.880274 -0.346500 -4.533267 0.1 -0.4 0.2
O -2.419605 -0.167736 -5.861668 0.2 0.2 -0.4
O -4.183361 0.067281 -4.173444 -0.4 0.0 0.1
O -2.662673 -1.871096 -4.119870 -0.2 0.0 0.0
H -1.091319 -2.867822 -3.162004 -0.6 0.0 0.1
H -0.695174 -2.305931 -4.699818 -0.1 0.8 -0.3
H 0.137841 -0.467599 -3.337349 -0.1 0.4 0.0
H -1.024795 -0.781065 -2.012748 0.2 -0.2 0.0
```
Positions in Å, forces in eV/Å.

Values from the calculation:
Charge   0
HOMO level   -10.4 eV
HOMO-LUMO gap   10.489 eV
Lowest unoccupied orbital energy   0.14 eV
Electronic energy   -4897.73465 a.u.

And the Mulliken charges, in e, turn out to be: C 0.918; Cl -0.151; Cl -0.163; Cl -0.180; H -0.415; C -1.564; C 0.523; C 0.502; O -0.116; C 0.501; O -0.538; O -0.429; H 0.356; H 0.383; H 0.365; H 0.239; H 0.343; H -0.623; C -1.236; C 0.536; C -0.567; O -0.413; C 0.224; O -0.495; O 0.261; H 0.184; H 0.454; H 0.273; H 0.182; H 0.371; H 0.297; C -1.522; C 0.614; C -0.585; O -0.165; C 0.477; O -0.441; O -0.407; H 0.366; H 0.379; H 0.355; H 0.230; H 0.359; H 0.310; C -0.294; C -0.189; O -0.324; S 1.164; O -0.554; O -0.541; O -0.318; H 0.357; H 0.110; H 0.293; H 0.275; C -0.427; C -0.316; O -0.110; S 0.843; O -0.641; O -0.055; O -0.338; H 0.294; H 0.333; H 0.319; H 0.165; C 0.055; C 0.370; O -0.176; S 1.051; O -0.609; O -0.522; O -0.392; H 0.082; H 0.318; H 0.005; H -0.221

No. 3
The following is a DFT calculation (the ωB97M-V functional and the def2-TZVPD basis) of a molecular structure, C19H31CsN3O8S3 at a distorted geometry.

```
65
Properties=species:S:1:pos:R:3:forces:R:3
Cs 0.897664 -0.213892 0.586687 0.1 -0.1 0.1
C 3.535680 2.590989 1.871642 -1.3 -1.7 -0.6
O 3.129100 1.316562 2.417240 0.5 1.2 0.5
C 3.824133 0.962525 3.640296 -1.6 -1.0 -1.0
C 3.638479 -0.574238 3.741303 0.1 -0.2 -0.4
O 2.240220 -0.716485 3.971317 0.3 -0.1 -0.3
C 1.727272 -2.024801 4.172843 0.1 0.3 0.3
C 0.220407 -1.910048 4.274295 -0.2 -0.8 0.2
O -0.256925 -1.450298 3.033648 -0.4 -0.4 0.4
C -1.651583 -1.145788 3.009489 -0.4 -0.1 0.0
H 4.498390 2.517948 1.449896 1.7 -0.1 -0.1
H 3.496987 3.429432 2.550132 -0.4 0.2 0.3
H 2.922838 2.689284 0.967217 -0.3 0.5 0.5
H 3.259375 1.418982 4.524530 1.2 -0.3 -1.0
H 4.868919 1.230655 3.484847 0.1 0.1 0.6
H 4.243064 -0.938244 4.593230 -0.3 0.0 0.0
H 3.955561 -1.177720 2.814932 -0.4 1.1 1.0
H 2.040979 -2.345086 5.170741 0.4 -0.5 0.0
H 2.035948 -2.757616 3.381339 -0.2 0.7 0.5
H -0.118779 -1.248807 5.109112 0.5 -0.2 -0.5
H -0.136765 -2.960816 4.562551 0.0 1.1 -0.6
H -2.221603 -1.844378 3.661123 0.3 0.4 -0.3
H -1.988407 -1.187058 1.954025 0.4 -0.3 1.0
H -1.826246 -0.099948 3.313316 0.1 -0.3 0.3
C -1.952821 4.593180 -3.954445 0.9 1.1 -0.8
C -2.116373 3.093412 -3.929713 -0.3 0.4 0.5
S -1.165093 2.307734 -2.608494 0.3 0.4 0.4
C -2.472857 1.230499 -2.047785 0.3 -1.2 -1.5
C -3.615161 1.997290 -1.433162 -1.2 -0.7 2.0
S -3.214882 2.754288 0.232722 0.1 -0.2 -0.7
C -3.292690 4.500981 -0.235649 -1.2 0.0 2.5
C -2.136355 5.022102 -0.994556 1.4 1.7 -0.2
S -2.692717 5.577997 -2.605747 -0.4 0.2 -1.4
H -2.488020 4.999917 -4.883186 0.9 -0.3 1.2
H -0.847544 4.868976 -3.993646 -1.4 -0.4 -0.3
H -1.683193 2.663104 -4.800661 0.0 -0.1 -1.2
H -3.190090 2.846837 -3.871800 0.6 -0.1 0.1
H -2.053798 0.533855 -1.264896 -0.4 0.5 -1.1
H -2.652832 0.693095 -3.078666 -0.6 0.5 2.3
H -4.544225 1.428046 -1.146837 1.1 -0.1 -0.8
H -3.969956 2.839765 -1.968318 -0.2 0.7 -0.9
H -3.334934 5.029790 0.780664 -0.1 -0.7 -1.3
H -4.239152 4.713791 -0.765591 0.3 -0.1 0.4
H -1.294753 4.322613 -1.064575 -0.3 0.4 0.1
H -1.813947 6.010613 -0.545934 0.0 -1.2 -0.2
C -1.570222 -3.646130 -1.626483 -0.9 -0.4 0.4
C -0.099994 -3.600650 -1.739924 0.3 0.5 -0.1
N 0.752161 -2.943512 -0.949111 -1.3 -0.8 -0.1
C 2.001530 -3.192430 -1.409609 -0.7 -0.3 -2.0
C 1.926884 -3.934776 -2.598427 -0.9 0.1 0.4
N 0.536207 -4.189696 -2.754958 2.5 -0.6 -1.0
C 2.868895 -4.429651 -3.642264 1.1 0.2 0.7
O 4.181783 -4.181173 -3.428332 -1.2 -0.1 -0.2
O 2.483821 -5.037151 -4.623090 -0.1 0.2 0.3
C 3.175771 -2.761929 -0.613083 -0.1 -1.3 2.1
O 4.303549 -3.045475 -1.072822 0.5 0.6 -0.5
O 2.878616 -2.429446 0.571866 0.8 0.6 -1.0
H -1.872649 -4.223427 -0.732488 0.1 0.4 -0.3
H -2.074609 -4.138213 -2.482914 0.5 0.4 0.3
H -1.943406 -2.630199 -1.506840 -0.2 0.0 0.1
H 0.240921 -4.818596 -3.520556 -0.1 0.8 0.9
H 4.326316 -3.674095 -2.558040 -0.3 -0.2 0.1
O -4.391218 -1.291703 0.227793 1.7 0.6 0.2
C -3.231882 -0.900756 0.226720 2.2 0.6 -0.9
N -2.055820 -0.520018 0.157101 -4.3 -1.6 0.4
```
Positions in Å, forces in eV/Å.

Values from the calculation:
Charge   -1
HOMO level   -5.6 eV
HOMO-LUMO gap   7.455 eV
Lowest unoccupied orbital energy   1.82 eV
Electronic energy   -2723.55586 a.u.
Relative energy (zero: lowest compared OMol25 entry of this formula, charge and spin)   6.9 kcal/mol

And the Mulliken charges, in e, turn out to be: Cs 1.300; C -0.878; O -0.125; C -0.501; C -0.439; O -0.249; C -0.452; C -0.605; O -0.223; C -0.340; H 0.384; H 0.317; H 0.184; H 0.222; H 0.404; H 0.367; H 0.211; H 0.374; H 0.228; H 0.349; H 0.296; H 0.317; H -0.279; H 0.287; C -0.534; C -0.820; S -0.204; C 0.443; C -1.002; S -0.059; C -0.789; C -0.327; S -0.210; H 0.311; H 0.277; H 0.477; H 0.396; H -0.388; H 0.277; H 0.477; H 0.444; H 0.249; H 0.402; H 0.271; H 0.329; C -0.771; C 0.146; N -0.133; C 0.593; C -0.353; N -0.009; C 0.466; O -0.577; O -0.661; C 0.341; O -0.901; O -0.627; H 0.259; H 0.326; H -0.061; H 0.281; H 0.496; O -0.765; C 0.702; N -0.921